[1]
Below is C3H2ClF5O in the gas phase, with properties calculated with wB97M-V/def2-TZVPD.

Cartesian coordinates (Å):
F -2.527 -0.884 0.948
C -1.858 -0.041 0.232
F -2.371 0.032 -1.075
O -0.526 -0.523 0.196
C 0.435 0.230 -0.350
Cl 0.190 1.885 0.312
C 1.800 -0.316 0.118
F 1.827 -1.602 -0.375
F 1.915 -0.281 1.449
F 2.720 0.358 -0.595
H -2.107 0.944 0.669
H 0.501 0.197 -1.530

Values from the calculation:
* LUMO: 0.6143 eV
* energy relative to the best compared isomer or geometry (same formula, charge and spin): 15.7 kcal/mol
* total energy: -31300.435 eV
* spin multiplicity: 1
* structure (SMILES): FC(F)O[C@@H](Cl)C(F)(F)F

natural (NBO) atomic charge list, values in e, 2 entries: atom 1 (F): -0.299, atom 2 (C): 0.787

---

[2]
Below is C3H2ClFO2 in the gas phase, with properties calculated with wB97M-V/def2-TZVPD.

Cartesian coordinates (Å):
O -1.854 -0.740 0.444
C -0.868 -0.709 -0.286
O -0.786 -1.351 -1.399
C 0.353 0.075 0.053
F 1.245 0.033 -0.913
C 0.605 1.063 0.867
Cl -0.476 1.558 2.092
H 0.186 -1.462 -1.764
H 1.596 1.533 0.906

Values from the calculation:
* LUMO: 0.0797 eV
* energy relative to the best compared isomer or geometry (same formula, charge and spin): 13.8 kcal/mol
* total energy: -22477.097 eV
* spin multiplicity: 1
* structure (SMILES): O=C(O)/C(F)=C\Cl

natural (NBO) atomic charge list, values in e, 2 entries: atom 1 (O): -0.544, atom 2 (C): 0.713

---

[3]
Below is 2 unconnected molecules or ions with the total composition C3H2ClFS2, with properties calculated with wB97M-V/def2-TZVPD.

Cartesian coordinates (Å):
C 1.296 0.437 0.219
C -0.092 0.504 0.179
C -1.136 -0.422 0.850
H 1.931 1.203 -0.353
H -1.115 -0.438 2.610
F 1.608 0.160 1.468
S -0.761 1.855 -0.488
S -2.304 -1.174 -0.151
Cl 1.961 -0.954 -0.749

Values from the calculation:
* LUMO: -1.9325 eV
* energy relative to the best compared isomer or geometry (same formula, charge and spin): 94.6 kcal/mol
* total energy: -40048.331 eV
* spin multiplicity: 1

natural (NBO) atomic charge list, values in e, 2 entries: atom 1 (C): 0.147, atom 2 (C): -0.272

---

[4]
Below is C3H2ClIO in the gas phase, with properties calculated with wB97M-V/def2-TZVPD.

Cartesian coordinates (Å):
O -1.760 1.221 -0.087
C -1.367 0.098 -0.032
Cl -2.417 -1.280 -0.011
C 0.039 -0.335 0.007
C 1.127 0.503 0.031
I 3.048 -0.352 -0.033
H 0.371 -1.422 -0.077
H 0.958 1.567 0.203

Values from the calculation:
* LUMO: -0.6371 eV
* energy relative to the best compared isomer or geometry (same formula, charge and spin): 0.9 kcal/mol
* total energy: -25813.000 eV
* spin multiplicity: 1
* structure (SMILES): O=C(Cl)/C=C/I

natural (NBO) atomic charge list, values in e, 2 entries: atom 1 (O): -0.488, atom 2 (C): 0.489